Density functional theory data (ωB97M-V/def2-TZVPD) for C5H8N2S in the gas phase in a non-equilibrium geometry.

Calculated values
SMILES string: C1=C\S/C=N\NCC/1
Energy relative to the best compared isomer or geometry (same formula, charge and spin), eV: 3.693
LUMO level, eV: 0.8
HOMO level, Eh: -0.3154

Geometry as XYZ:
```
16
Properties=species:S:1:pos:R:3:forces:R:3
C -1.4227 -1.0241 0.0604 1.15 1.68 -0.70
C -0.5500 -1.9357 -0.3478 1.49 1.79 -0.61
S 0.9746 -1.6474 -1.2801 0.03 0.95 1.08
C 1.9408 -0.7191 0.0193 1.60 -3.54 0.87
N 1.8947 0.4634 0.4050 1.99 -1.64 0.86
N 1.0826 1.2919 -0.2721 -2.04 2.35 -0.34
C -0.2048 1.4543 0.4992 -1.18 0.50 -2.88
C -1.3290 0.5398 -0.2057 1.07 -0.89 -2.06
H -2.2379 -1.5452 0.5027 -1.02 0.57 0.85
H -0.6176 -2.9267 -0.0380 -0.52 -1.65 0.18
H 2.7227 -1.4138 0.5796 -1.75 1.46 -1.20
H 1.6394 2.1496 -0.2735 -0.94 0.21 0.12
H -0.5147 2.5395 0.3574 0.23 -1.41 0.43
H -0.1029 1.1781 1.5092 0.37 -0.01 1.39
H -2.3453 0.9665 -0.2196 0.53 0.00 0.44
H -0.9299 0.6290 -1.2960 -1.01 -0.36 1.59
```
Forces are in eV/Å.